[1]
Molecular formula: C16H22BrINO5
Method: DFT, the ωB97M-V functional and the def2-TZVPD basis

XYZ file:
```
46
Properties=species:S:1:pos:R:3:forces:R:3
I -1.439 4.831 -1.898 -0.6 -0.7 0.1
Br -0.203 -2.837 -0.614 -0.8 2.6 -0.1
O -3.629 1.811 -3.860 -0.3 -1.0 2.8
O -2.675 -1.741 -2.491 1.8 2.1 1.7
O 2.278 3.693 0.228 -1.6 -4.4 0.3
O -5.034 0.477 -2.497 4.4 1.7 -1.2
O 3.684 -3.442 2.060 -0.2 -0.2 -0.2
N -0.322 0.097 0.058 -3.3 0.3 -2.5
C -2.068 1.877 -0.861 1.3 -4.2 -0.6
C 4.353 -5.631 1.448 0.0 -0.4 0.3
C 1.537 2.390 0.388 0.0 2.9 -3.0
C 4.805 -4.338 2.099 0.3 0.2 0.0
C -0.839 1.449 0.018 -1.6 0.3 -0.5
C 1.804 3.015 -1.149 2.4 1.8 4.1
C -0.911 -0.974 -0.731 -2.0 1.1 -1.3
C -0.099 2.528 0.924 3.0 -1.4 -1.3
C 2.686 -3.990 1.192 0.0 0.1 0.4
C 3.334 -5.138 0.444 0.0 0.0 -0.5
C -3.136 3.906 0.567 -0.8 -0.2 -0.6
C -2.698 3.339 -0.900 -1.1 -1.0 0.9
C -3.922 0.966 -2.737 -1.9 0.0 0.5
C -2.679 0.721 -1.737 2.2 -0.3 1.4
C -3.483 2.751 1.628 -0.2 0.9 0.4
C -2.099 -0.738 -1.688 1.3 2.1 1.6
H 1.855 -4.340 1.816 -0.1 0.0 -0.1
H 2.143 1.401 0.694 -1.2 2.6 -0.7
H -1.984 -2.394 -2.749 -0.5 0.4 0.3
H 3.845 -4.762 -0.448 -0.1 0.0 0.0
H -2.341 4.649 0.904 -1.2 -1.1 -0.1
H 5.128 -4.479 3.132 -0.1 0.1 0.0
H 2.799 2.750 -1.669 -2.0 0.0 0.7
H 5.174 -6.192 1.001 -0.1 0.1 0.0
H -3.901 1.793 1.166 0.8 1.4 0.5
H -2.557 2.554 2.271 -1.5 0.0 -0.9
H -4.327 3.163 2.304 1.5 -0.7 -0.9
H 1.340 4.014 -1.430 -0.4 -2.4 -0.6
H 0.484 -0.185 0.648 -0.8 0.6 -0.4
H -0.389 3.607 0.711 0.2 -1.7 0.3
H -3.115 2.599 -3.537 -0.3 -1.0 -0.5
H -0.018 2.256 2.027 -0.7 0.4 -1.4
H -4.119 4.493 0.397 1.8 -0.8 0.1
H 5.623 -3.876 1.536 0.0 -0.1 0.0
H 2.314 -3.210 0.523 0.2 0.0 0.1
H 2.619 -5.901 0.132 0.0 0.0 0.0
H 3.864 -6.271 2.189 0.1 0.0 -0.1
H -3.680 3.306 -1.509 1.8 -0.2 0.8
```
Forces are in eV/Å.

net charge: +1
highest occupied orbital energy: -11.7 eV
frontier orbital gap: 6.5 eV
LUMO level: -5.20 eV

For reference, the natural (NBO) charges in units of e are: number 1, I, carries 0.174; number 2, Br, carries 0.164; number 3, O, carries -0.672; number 4, O, carries -0.631; number 5, O, carries -0.513; number 6, O, carries -0.459; number 7, O, carries -0.540; number 8, N, carries -0.516; number 9, C, carries -0.028; number 10, C, carries -0.431; number 11, C, carries 0.074; number 12, C, carries -0.069; number 13, C, carries 0.316; number 14, C, carries -0.212; number 15, C, carries 0.106; number 16, C, carries -0.503; number 17, C, carries -0.068; number 18, C, carries -0.435; number 19, C, carries -0.430; number 20, C, carries -0.390; number 21, C, carries 0.761; number 22, C, carries -0.041; number 23, C, carries -0.644; number 24, C, carries 0.297; number 25, H, carries 0.164; number 26, H, carries 0.222; number 27, H, carries 0.515; number 28, H, carries 0.204; number 29, H, carries 0.228; number 30, H, carries 0.193; number 31, H, carries 0.228; number 32, H, carries 0.229; number 33, H, carries 0.225; number 34, H, carries 0.214; number 35, H, carries 0.251; number 36, H, carries 0.253; number 37, H, carries 0.466; number 38, H, carries 0.280; number 39, H, carries 0.498; number 40, H, carries 0.268; number 41, H, carries 0.244; number 42, H, carries 0.169; number 43, H, carries 0.159; number 44, H, carries 0.219; number 45, H, carries 0.207; number 46, H, carries 0.258

---

[2]
Molecular formula: C44H38CaNO4P2S4SbSe4
Method: DFT, the ωB97M-V functional and the def2-TZVPD basis

XYZ file:
```
99
Properties=species:S:1:pos:R:3:forces:R:3
Sb 4.388 -3.598 3.474 -0.2 0.1 -0.1
Se 3.449 -1.013 3.655 0.1 0.1 0.2
Se 5.823 -3.907 5.361 0.1 0.0 0.1
Se 5.407 -3.257 1.308 0.1 0.0 -0.1
Se 2.199 -4.627 3.533 -0.1 0.0 0.0
Ca 0.936 -1.172 2.157 0.1 -0.2 0.5
S 0.711 2.701 6.035 0.0 0.0 0.0
S 0.389 1.376 3.428 0.0 -0.1 -0.1
S 1.903 0.424 7.416 0.0 0.0 0.0
S 1.717 -1.414 5.069 0.2 0.1 -0.3
P -1.052 2.444 0.688 0.0 0.0 0.1
P -0.019 -0.119 -0.848 0.1 0.0 0.2
O -0.929 -2.457 2.073 0.0 0.0 -0.1
O 1.445 -2.530 0.530 -0.1 0.2 0.0
O 2.647 -6.835 -0.968 0.0 0.0 0.0
O 1.441 2.753 8.571 0.0 0.0 0.0
N -1.122 2.232 -2.119 0.0 0.1 0.0
C -3.852 2.232 0.090 0.0 0.0 0.0
C -2.541 -4.100 1.665 0.0 0.0 0.1
C -5.317 0.785 1.333 0.0 0.0 0.0
C 1.287 -3.263 -3.168 0.0 0.0 0.0
C -2.215 4.675 2.043 0.0 0.0 0.0
C -1.090 2.748 -3.403 0.0 0.0 0.0
C -1.072 3.174 -1.015 0.0 0.1 -0.1
C -5.113 1.695 0.304 0.0 0.0 0.0
C -1.297 1.964 -4.554 0.0 -0.1 0.0
C 2.348 1.170 -0.215 0.2 0.0 0.1
C 1.489 0.823 -1.253 0.0 0.0 -0.1
C 0.895 1.235 5.081 0.0 0.0 0.0
C -2.991 0.941 1.924 0.0 0.0 0.0
C -1.134 -3.549 1.504 -0.2 0.0 -0.1
C 2.929 2.004 -2.793 0.0 0.0 0.0
C 1.798 1.246 -2.547 0.0 0.0 0.0
C 2.057 -4.628 -0.228 0.0 0.1 0.1
C -0.443 -5.641 0.414 0.0 0.1 0.0
C 0.243 5.932 2.327 0.0 0.0 0.0
C -2.778 1.864 0.900 0.0 0.0 0.0
C 1.369 2.093 7.560 0.0 0.0 -0.1
C -0.904 6.536 2.825 0.0 0.0 0.0
C 1.114 -3.751 0.380 0.0 -0.1 -0.1
C -2.130 5.903 2.687 0.0 0.0 0.0
C 3.781 2.342 -1.746 0.0 0.0 0.0
C -4.254 0.409 2.141 0.0 0.0 0.0
C -0.839 4.118 -3.619 0.0 0.0 0.0
C -1.315 0.818 -1.877 0.0 -0.1 -0.2
C -0.784 4.652 -4.896 0.0 0.0 0.0
C 1.269 -2.063 -2.474 0.0 0.0 0.0
C 3.999 -6.401 -1.037 0.0 0.0 0.0
C -0.170 -4.288 0.751 0.0 -0.1 -0.1
C -1.236 2.514 -5.823 0.0 0.0 0.0
C 0.084 -1.596 -1.914 0.0 0.0 -0.1
C -1.070 4.065 1.542 0.0 0.0 0.0
C 0.126 -4.009 -3.316 0.0 0.0 0.0
C 3.494 1.918 -0.459 0.0 0.0 0.0
C 0.470 -6.455 -0.181 0.0 0.0 0.0
C 1.439 0.185 5.733 0.0 0.1 0.1
C 0.161 4.699 1.701 0.0 0.0 0.0
C 1.759 -5.936 -0.466 0.0 0.0 0.0
C -1.076 -2.357 -2.055 0.0 0.0 0.0
C -1.058 -3.553 -2.759 0.0 0.0 0.0
C -0.977 3.863 -6.018 0.0 0.0 0.0
H -0.128 3.738 -1.038 0.0 0.0 0.0
H 2.191 -1.516 -2.325 0.0 0.0 0.0
H -1.961 -4.144 -2.838 0.0 0.0 0.0
H -1.316 0.304 -2.832 0.0 0.0 0.1
H 4.672 2.926 -1.939 0.0 0.0 0.0
H -2.935 -4.515 0.739 0.0 0.0 0.0
H 2.224 -3.633 -3.565 0.0 0.0 0.0
H -2.547 -4.887 2.422 0.0 0.0 0.0
H -5.938 1.983 -0.337 0.0 0.0 0.0
H -1.403 -6.065 0.678 0.0 0.0 0.0
H -3.707 2.931 -0.726 0.0 0.0 0.0
H 2.156 0.877 0.815 -0.1 0.1 -0.1
H -1.398 1.863 -6.674 0.0 0.0 0.0
H 4.156 2.155 0.364 0.0 0.0 0.0
H 1.064 4.203 1.361 0.0 0.0 0.0
H -0.838 7.489 3.334 0.0 0.0 0.0
H -0.579 5.710 -5.004 0.0 0.0 0.0
H 0.265 -7.497 -0.385 0.0 0.0 0.0
H 0.154 -4.961 -3.831 0.0 0.0 0.0
H -3.178 -3.286 2.012 0.0 0.0 0.0
H 4.340 -6.000 -0.081 0.0 0.0 0.0
H 4.583 -7.279 -1.308 0.0 0.0 0.0
H -3.175 4.186 1.944 0.0 0.0 0.0
H 4.127 -5.627 -1.799 0.0 0.0 0.0
H -4.400 -0.311 2.937 0.0 0.0 0.0
H -0.929 4.283 -7.014 0.0 0.0 0.0
H -1.515 0.908 -4.485 0.0 0.0 0.0
H 1.149 0.976 -3.373 0.0 0.0 0.0
H -2.292 0.618 -1.425 0.0 0.0 0.1
H 1.207 6.407 2.453 0.0 0.0 0.0
H -6.301 0.362 1.496 0.0 0.0 0.0
H -1.875 3.917 -1.112 0.0 0.0 0.0
H -3.026 6.362 3.088 0.0 0.0 0.0
H 3.039 -4.202 -0.380 0.0 0.0 0.0
H -0.669 4.781 -2.786 0.0 0.0 0.0
H -2.157 0.638 2.549 0.0 0.0 0.0
H 3.149 2.329 -3.803 0.0 0.0 0.0
H -1.997 -2.035 -1.578 0.0 0.0 0.0
```
Forces are in eV/Å.

net charge: -2
highest occupied orbital energy: -2.0 eV
frontier orbital gap: 5.5 eV
LUMO level: 3.44 eV

For reference, the Löwdin charges in units of e are: number 1, Sb, carries -0.311; number 2, Se, carries 0.064; number 3, Se, carries -0.278; number 4, Se, carries -0.229; number 5, Se, carries -0.119; number 6, Ca, carries 0.904; number 7, S, carries 0.930; number 8, S, carries 0.423; number 9, S, carries 0.952; number 10, S, carries 0.338; number 11, P, carries 1.011; number 12, P, carries 1.060; number 13, O, carries -0.153; number 14, O, carries -0.280; number 15, O, carries -0.086; number 16, O, carries -0.106; number 17, N, carries -0.158; number 18, C, carries -0.111; number 19, C, carries -0.019; number 20, C, carries -0.099; number 21, C, carries -0.082; number 22, C, carries -0.077; number 23, C, carries -0.228; number 24, C, carries -0.334; number 25, C, carries -0.095; number 26, C, carries -0.039; number 27, C, carries -0.095; number 28, C, carries -0.383; number 29, C, carries -1.171; number 30, C, carries -0.091; number 31, C, carries -0.396; number 32, C, carries -0.081; number 33, C, carries -0.096; number 34, C, carries 0.008; number 35, C, carries -0.048; number 36, C, carries -0.086; number 37, C, carries -0.389; number 38, C, carries -1.055; number 39, C, carries -0.102; number 40, C, carries -0.413; number 41, C, carries -0.093; number 42, C, carries -0.089; number 43, C, carries -0.075; number 44, C, carries -0.034; number 45, C, carries -0.304; number 46, C, carries -0.106; number 47, C, carries -0.084; number 48, C, carries -0.081; number 49, C, carries -0.144; number 50, C, carries -0.106; number 51, C, carries -0.386; number 52, C, carries -0.381; number 53, C, carries -0.094; number 54, C, carries -0.066; number 55, C, carries -0.024; number 56, C, carries -1.117; number 57, C, carries -0.113; number 58, C, carries -0.285; number 59, C, carries -0.112; number 60, C, carries -0.091; number 61, C, carries -0.128; number 62, H, carries 0.090; number 63, H, carries 0.111; number 64, H, carries 0.098; number 65, H, carries 0.053; number 66, H, carries 0.097; number 67, H, carries 0.072; number 68, H, carries 0.104; number 69, H, carries 0.089; number 70, H, carries 0.096; number 71, H, carries 0.098; number 72, H, carries 0.099; number 73, H, carries 0.059; number 74, H, carries 0.098; number 75, H, carries 0.110; number 76, H, carries 0.101; number 77, H, carries 0.094; number 78, H, carries 0.097; number 79, H, carries 0.103; number 80, H, carries 0.099; number 81, H, carries 0.072; number 82, H, carries 0.065; number 83, H, carries 0.084; number 84, H, carries 0.096; number 85, H, carries 0.088; number 86, H, carries 0.104; number 87, H, carries 0.088; number 88, H, carries 0.094; number 89, H, carries 0.105; number 90, H, carries 0.077; number 91, H, carries 0.100; number 92, H, carries 0.095; number 93, H, carries 0.090; number 94, H, carries 0.096; number 95, H, carries 0.068; number 96, H, carries 0.090; number 97, H, carries 0.052; number 98, H, carries 0.099; number 99, H, carries 0.105